ORCA calculation (ωB97M-V/def2-TZVPD) on a molecular structure, C11H58CdF6N2O25S2 at a distorted geometry.

Results
charge = +1
multiplicity = 2
expectation value of S² = 0.7551
HOMO-LUMO gap (alpha / beta) = 8.104 / 7.248 eV
largest force on an atom = 6.1 eV/A
E_LUMO (alpha / beta) = -4.20 / -5.06 eV

Geometry (Å):
Cd: 2.85 -1.49 -1.66
C: 5.37 1.69 -0.16
F: 4.59 2.67 -0.62
F: 6.55 2.14 0.26
F: 4.71 1.21 0.88
S: 5.67 0.26 -1.45
O: 6.71 0.81 -2.34
O: 6.15 -0.75 -0.57
N: 4.04 0.03 -2.10
S: 4.00 1.10 -3.32
O: 2.65 1.40 -3.79
O: 4.80 2.32 -3.16
C: 4.84 0.23 -4.86
F: 4.20 0.64 -6.00
F: 6.16 0.54 -4.93
F: 4.64 -1.13 -4.83
C: -0.89 -2.24 0.48
C: -1.23 -0.90 -0.26
C: -2.43 -0.21 0.59
C: -2.02 0.51 1.93
C: -0.83 1.49 1.81
C: 0.41 0.80 1.09
N: -0.07 0.06 -0.17
O: 1.00 -0.23 -1.09
C: 1.18 -0.08 2.11
C: 1.29 2.03 0.68
C: -1.63 -1.13 -1.73
H: -1.53 -3.04 0.09
H: -1.27 -2.24 1.50
H: 0.16 -2.53 0.51
H: -3.12 -1.01 0.85
H: -2.96 0.52 -0.02
H: -1.71 -0.17 2.72
H: -2.87 1.04 2.35
H: -0.51 1.71 2.83
H: -1.20 2.32 1.21
H: 0.81 0.26 3.08
H: 2.26 -0.01 2.03
H: 0.75 -1.08 2.08
H: 0.68 2.68 0.05
H: 2.22 1.90 0.13
H: 1.69 2.49 1.59
H: -2.51 -1.78 -1.76
H: -0.85 -1.62 -2.31
H: -1.99 -0.17 -2.11
O: 2.33 -4.07 1.64
H: 3.02 -4.61 2.01
H: 1.60 -4.16 2.26
O: -3.70 -3.59 2.63
H: -3.99 -3.03 1.91
H: -3.50 -4.43 2.22
O: -3.76 0.02 5.41
H: -4.40 0.31 4.76
H: -3.34 -0.74 5.02
O: -2.12 -2.18 4.58
H: -2.60 -2.52 3.83
H: -1.72 -1.37 4.25
O: 0.55 5.39 -0.81
H: 1.49 5.46 -0.64
H: 0.44 4.54 -1.24
O: 1.50 -3.23 -1.30
H: 0.73 -2.88 -0.84
H: 1.24 -4.12 -1.54
O: -4.58 -3.34 0.02
H: -5.04 -2.68 -0.49
H: -4.02 -3.78 -0.61
O: 0.27 1.27 5.91
H: 0.25 1.48 6.84
H: -0.44 1.79 5.53
O: 3.38 -1.97 0.32
H: 4.04 -1.55 0.88
H: 3.14 -2.77 0.79
O: 0.26 2.82 -2.49
H: 1.14 3.17 -2.66
H: 0.42 1.94 -2.14
O: -0.54 -1.27 -5.32
H: -1.36 -0.94 -4.96
H: -0.77 -2.09 -5.75
O: -5.43 0.36 3.35
H: -5.37 0.72 2.46
H: -5.86 -0.48 3.23
O: 2.97 5.29 0.61
H: 2.92 4.58 1.25
H: 3.86 5.63 0.69
O: -3.51 4.19 -0.16
H: -3.24 3.85 -1.01
H: -2.70 4.50 0.24
O: -1.59 -3.59 -3.73
H: -2.14 -3.01 -4.26
H: -0.81 -3.07 -3.54
O: -1.24 1.93 -4.61
H: -2.15 1.83 -4.32
H: -0.74 2.04 -3.81
O: 2.19 -0.73 5.69
H: 1.61 -1.22 6.28
H: 1.61 -0.08 5.27
O: -2.81 -4.77 -1.79
H: -2.33 -4.10 -2.28
H: -2.22 -5.52 -1.78
O: -1.21 5.11 1.34
H: -0.58 5.20 2.05
H: -0.72 5.37 0.56
O: -3.46 -0.91 -4.36
H: -4.13 -0.99 -5.03
H: -3.61 -0.05 -3.96

---

ORCA calculation (ωB97M-V/def2-TZVPD) on a molecular structure, C11H5Cl2N3O2Pt.

Results
charge = +2
relative energy (zero: lowest compared OMol25 entry of this formula, charge and spin) = 34.7 kcal per mole
HOMO-LUMO gap = 4.882 eV
largest force on an atom = 0.4 eV/A
E_LUMO = -10.71 eV

Geometry (Å):
Pt: 0.02 -0.32 -0.03
Cl: -0.15 5.25 0.79
C: -0.09 4.03 1.90
C: -0.18 4.26 3.25
C: -0.13 3.18 4.13
Cl: -0.24 3.52 5.76
C: 0.00 1.78 3.71
C: 0.01 0.73 4.63
C: 0.10 -0.57 4.15
C: 0.17 -0.78 2.79
N: 0.18 0.24 1.91
C: 0.10 1.50 2.35
C: 0.10 2.63 1.35
O: 0.27 2.46 0.18
H: -0.30 5.26 3.64
H: -0.06 0.91 5.69
H: 0.10 -1.41 4.82
H: 0.22 -1.77 2.38
N: 3.06 -0.58 -0.51
C: 1.94 -0.46 -0.29
H: 4.02 -0.71 -0.75
O: -4.26 -0.23 -0.33
C: -3.10 -0.25 -0.22
N: -1.90 -0.28 -0.13

---

ORCA calculation (ωB97M-V/def2-TZVPD) on a molecular structure, C11H5CoN2O5 at a distorted geometry.

Results
charge = +2
multiplicity = 5
expectation value of S² = 6.0426
relative energy (zero: lowest compared OMol25 entry of this formula, charge and spin) = 0.0 kcal per mole
HOMO-LUMO gap (alpha / beta) = 6.092 / 5.582 eV
largest force on an atom = 9.3 eV/A
E_LUMO (alpha / beta) = -8.81 / -12.85 eV

Geometry (Å):
O: 3.69 -2.16 -2.97
C: 3.26 -2.06 -1.92
Co: -0.16 1.61 -2.11
O: 1.65 2.65 -0.10
C: 0.91 2.18 -0.88
C: -1.50 2.11 -0.93
O: -2.17 2.71 -0.19
C: -3.31 -0.48 -1.53
O: -4.40 -0.75 -1.34
C: -0.37 3.02 -3.26
O: -0.89 3.89 -3.81
H: 0.58 2.28 -3.10
N: 1.02 -3.07 4.68
C: 0.76 -2.47 3.72
C: 0.43 -1.69 2.54
C: 1.42 -1.19 1.71
C: 1.05 -0.50 0.55
N: -0.23 -0.18 0.28
C: -1.18 -0.66 1.06
C: -0.91 -1.46 2.19
H: 2.47 -1.29 1.96
H: 1.82 -0.20 -0.17
H: -2.23 -0.42 0.84
H: -1.72 -1.88 2.79

---

ORCA calculation (ωB97M-V/def2-TZVPD) on a molecular structure, C11H5N2O5Pb at a distorted geometry.

Results
charge = +3
HOMO-LUMO gap (alpha / beta) = 3.473 / 3.436 eV
largest force on an atom = 9.9 eV/A
E_LUMO (alpha / beta) = -17.23 / -17.24 eV

Geometry (Å):
O: 3.18 -4.17 -0.06
C: 2.56 -3.22 -0.07
Pb: -0.51 0.72 -0.34
O: 0.18 -1.83 1.88
C: 0.11 -1.07 1.00
C: 0.41 2.83 -3.42
O: 0.97 3.06 -4.48
C: -1.67 -1.32 -1.50
O: -2.08 -2.40 -1.61
C: 1.94 1.11 0.49
O: 2.83 1.02 1.20
H: 0.61 -0.84 -0.87
N: -6.29 0.77 2.80
C: -5.16 1.11 2.60
C: -3.87 1.72 2.54
C: -3.35 2.65 3.46
C: -2.05 3.09 3.25
C: -1.26 2.60 2.19
N: -1.79 1.66 1.37
C: -3.09 1.28 1.49
H: -4.02 2.97 4.27
H: -1.65 3.82 3.92
H: -0.25 3.02 2.05
H: -3.43 0.59 0.70

---

ORCA calculation (ωB97M-V/def2-TZVPD) on a molecular structure, C11H5N2O5W at a distorted geometry.

Results
charge = +3
multiplicity = 3
expectation value of S² = 2.0523
HOMO-LUMO gap (alpha / beta) = 3.622 / 3.480 eV
largest force on an atom = 10.8 eV/A
E_LUMO (alpha / beta) = -17.50 / -17.27 eV

Geometry (Å):
O: -5.07 2.21 1.20
C: -3.99 2.20 0.80
W: 0.50 1.71 0.52
O: -1.86 2.56 -1.47
C: -1.05 2.18 -0.73
C: 2.06 1.86 -0.76
O: 2.96 1.94 -1.50
C: 1.48 0.87 2.12
O: 2.11 0.50 3.01
C: 0.55 3.58 1.36
O: 0.57 4.64 1.85
H: -0.77 1.48 1.65
N: 0.15 -4.78 1.69
C: 0.16 -3.88 0.94
C: 0.18 -2.77 0.02
C: 0.13 -2.99 -1.36
C: 0.17 -1.88 -2.19
C: 0.28 -0.60 -1.65
N: 0.36 -0.41 -0.31
C: 0.28 -1.47 0.52
H: 0.06 -4.01 -1.75
H: 0.12 -1.97 -3.27
H: 0.30 0.29 -2.29
H: 0.29 -1.26 1.59

---

ORCA calculation (ωB97M-V/def2-TZVPD) on 21 unconnected molecules or ions with the total composition C11H64NO20 at a distorted geometry.

Results
charge = +1
relative energy (zero: lowest compared OMol25 entry of this formula, charge and spin) = 11.4 kcal per mole
HOMO-LUMO gap = 10.387 eV
largest force on an atom = 11.7 eV/A
E_LUMO = -2.01 eV

Geometry (Å):
C: 0.71 2.43 1.54
C: 0.44 2.56 0.01
C: 0.60 1.11 -0.58
C: -0.65 0.26 -0.54
N: -0.58 -1.16 -1.11
C: -0.56 -1.11 -2.63
C: -1.92 -0.97 -3.16
C: -2.82 -1.30 -2.00
C: -1.93 -1.72 -0.89
C: 0.49 -1.91 -0.43
C: 0.37 -2.05 1.13
C: 1.36 -3.14 1.54
H: 1.60 1.98 1.92
H: -0.21 2.03 2.07
H: 0.61 3.36 1.94
H: 0.93 3.18 -0.54
H: -0.54 3.17 -0.26
H: 1.42 0.76 -0.01
H: 0.99 1.08 -1.70
H: -1.48 0.86 -0.95
H: -0.97 0.11 0.49
H: -0.13 -2.04 -3.12
H: 0.32 -0.52 -3.17
H: -2.06 -1.54 -4.12
H: -1.85 0.13 -3.52
H: -3.64 -1.88 -2.24
H: -3.40 -0.28 -1.84
H: -1.90 -2.88 -0.90
H: -2.44 -1.53 0.07
H: 1.39 -1.54 -0.56
H: 0.57 -3.06 -0.85
H: -0.44 -2.71 1.12
H: 0.73 -1.22 1.64
H: 2.41 -2.76 1.72
H: 1.57 -4.03 0.80
H: 0.93 -3.56 2.59
O: 2.96 -0.89 -3.78
H: 2.96 -0.09 -3.28
H: 3.64 -0.65 -4.46
O: 2.70 6.03 1.48
H: 2.96 6.83 1.99
H: 2.61 5.35 2.10
O: -0.11 4.51 4.58
H: -0.68 4.94 3.97
H: -0.23 5.11 5.28
O: 2.82 -2.58 4.84
H: 3.00 -2.15 4.02
H: 3.26 -3.31 4.85
O: 3.42 -2.97 -2.16
H: 4.31 -3.27 -2.21
H: 3.23 -2.39 -2.98
O: -5.72 0.82 -1.25
H: -6.18 1.66 -1.35
H: -6.29 0.16 -0.83
O: -1.46 -4.87 0.42
H: -1.71 -4.82 1.39
H: -0.82 -5.61 0.27
O: -4.91 -3.56 0.85
H: -5.83 -3.21 0.88
H: -4.86 -3.62 -0.14
O: 2.98 1.70 4.48
H: 3.08 2.02 5.42
H: 2.58 2.60 4.13
O: -6.31 -0.20 -3.77
H: -5.63 -0.61 -4.47
H: -5.64 0.09 -3.25
O: 4.55 2.44 0.65
H: 4.09 1.91 1.31
H: 5.54 2.07 0.35
O: -4.12 0.26 1.20
H: -5.02 0.44 0.81
H: -3.84 1.03 1.64
O: -1.53 5.43 -0.41
H: -0.95 5.21 -1.28
H: -2.22 5.90 -0.87
O: 1.20 -6.84 0.07
H: 1.05 -7.76 -0.13
H: 1.71 -6.49 -0.62
O: 3.53 -0.65 2.93
H: 3.21 0.04 3.31
H: 4.46 -1.02 3.16
O: -4.35 -1.25 -5.55
H: -4.07 -2.20 -5.38
H: -4.69 -1.04 -6.39
O: 2.53 4.37 3.77
H: 1.67 4.42 4.09
H: 3.19 5.05 4.17
O: 4.35 -0.76 -0.37
H: 3.82 -1.27 -0.87
H: 4.14 -0.58 0.57
O: -3.35 3.17 -0.77
H: -2.87 4.01 -0.58
H: -3.42 2.98 0.21
O: 3.58 1.21 -2.11
H: 3.79 0.77 -1.40
H: 3.95 2.06 -2.01

---

ORCA calculation (ωB97M-V/def2-TZVPD) on a molecular structure, C11H6AsINRhS4Se.

Results
charge = -2
HOMO-LUMO gap = 5.722 eV
largest force on an atom = 0.7 eV/A
E_LUMO = 3.96 eV

Geometry (Å):
Rh: 0.08 -0.18 0.07
I: -2.02 1.30 0.93
C: -1.27 2.91 -0.18
C: -1.98 4.07 -0.20
C: -1.49 5.17 -0.94
C: -0.32 5.04 -1.62
C: 0.43 3.84 -1.59
C: 1.66 3.75 -2.29
C: 2.37 2.59 -2.23
C: 1.90 1.48 -1.52
C: 0.70 1.47 -0.84
C: -0.04 2.71 -0.86
H: -2.91 4.16 0.34
H: -2.05 6.09 -0.97
H: 0.08 5.87 -2.19
H: 2.01 4.62 -2.84
H: 3.33 2.51 -2.73
H: 2.53 0.60 -1.49
S: 4.60 0.41 0.58
As: 3.08 -0.87 1.29
S: 1.77 -1.63 -0.39
S: 1.28 0.33 1.92
S: 3.56 -2.40 2.64
Se: -3.46 -3.33 -2.08
C: -2.21 -2.25 -1.35
N: -1.43 -1.54 -0.87

---

ORCA calculation (ωB97M-V/def2-TZVPD) on a molecular structure, C11H6BrClF3O3PdS at a distorted geometry.

Results
charge = -1
multiplicity = 3
expectation value of S² = 2.0054
HOMO-LUMO gap (alpha / beta) = 7.227 / 7.384 eV
largest force on an atom = 1.1 eV/A
E_LUMO (alpha / beta) = 2.71 / 1.83 eV

Geometry (Å):
Pd: 0.28 -0.33 0.05
Br: 2.80 0.10 0.77
C: 2.72 1.95 0.39
C: 3.85 2.68 0.55
C: 3.81 4.08 0.32
C: 2.64 4.67 -0.04
C: 1.45 3.92 -0.20
C: 0.22 4.54 -0.53
C: -0.91 3.79 -0.65
C: -0.87 2.39 -0.49
C: 0.29 1.73 -0.19
C: 1.47 2.51 -0.01
H: 4.77 2.20 0.86
H: 4.71 4.66 0.44
H: 2.60 5.74 -0.20
H: 0.20 5.61 -0.67
H: -1.86 4.28 -0.89
H: -1.79 1.82 -0.62
Cl: -0.56 -0.38 2.30
F: 0.47 -0.41 -2.90
C: 0.49 -1.71 -2.59
F: 1.68 -1.97 -2.02
F: 0.44 -2.40 -3.74
S: -0.95 -2.21 -1.46
O: -1.67 -3.16 -2.25
O: -1.64 -0.94 -1.20
O: -0.27 -2.71 -0.27

---

ORCA calculation (ωB97M-V/def2-TZVPD) on a molecular structure, C11H6CdF6N2O4S3Te4 at a distorted geometry.

Results
charge = -2
relative energy (zero: lowest compared OMol25 entry of this formula, charge and spin) = 171.7 kcal per mole
HOMO-LUMO gap = 4.869 eV
largest force on an atom = 6.6 eV/A
E_LUMO = 3.75 eV

Geometry (Å):
Cd: 0.24 1.06 0.61
S: -1.94 2.25 -3.43
C: -2.31 3.24 -2.08
C: -1.61 2.85 -0.98
C: -0.73 1.73 -1.19
C: -0.81 1.31 -2.48
C: -0.15 0.14 -3.10
C: -0.74 -0.57 -4.15
C: -0.17 -1.76 -4.56
C: 1.03 -2.16 -3.99
C: 1.60 -1.33 -3.04
N: 1.01 -0.24 -2.56
H: -3.02 4.04 -2.16
H: -1.73 3.35 -0.02
H: -1.67 -0.21 -4.58
H: -0.67 -2.39 -5.29
H: 1.49 -3.12 -4.21
H: 2.55 -1.60 -2.60
Te: 0.89 -3.97 -0.75
Te: 1.08 -6.23 -2.23
Te: 0.88 -3.50 1.92
Te: 0.62 -1.39 0.52
F: -1.45 0.87 5.31
C: -2.05 0.40 4.21
F: -2.64 -0.76 4.53
F: -3.04 1.27 3.90
S: -0.90 0.25 2.76
O: -0.54 1.69 2.55
O: -1.88 -0.26 1.82
N: 0.27 -0.63 3.21
S: 1.84 0.07 2.14
O: 2.91 -0.86 2.48
O: 2.28 1.24 1.24
C: 2.20 1.12 3.74
F: 1.64 2.33 3.89
F: 1.99 0.44 4.87
F: 3.53 1.36 3.71

---

ORCA calculation (ωB97M-V/def2-TZVPD) on a molecular structure, C11H72NO24 at a distorted geometry.

Results
charge = +1
relative energy (zero: lowest compared OMol25 entry of this formula, charge and spin) = 100.1 kcal per mole
HOMO-LUMO gap = 8.557 eV
largest force on an atom = 11.1 eV/A
E_LUMO = -3.13 eV

Geometry (Å):
C: 30.82 35.96 4.52
C: 31.22 36.56 3.26
C: 30.79 36.05 1.90
C: 29.20 36.22 1.85
N: 28.60 35.95 0.47
C: 29.14 36.55 -0.67
C: 28.13 36.73 -1.76
C: 26.87 36.59 -1.05
C: 27.21 36.42 0.37
C: 28.64 34.38 0.20
C: 27.98 33.49 1.26
C: 27.43 32.14 0.65
H: 29.78 35.78 4.68
H: 31.15 36.40 5.48
H: 31.44 35.10 4.52
H: 32.45 36.79 3.27
H: 30.84 37.76 3.49
H: 31.27 34.93 1.85
H: 31.44 36.56 1.20
H: 28.96 37.23 2.03
H: 28.73 35.69 2.69
H: 30.00 35.99 -1.06
H: 29.61 37.52 -0.38
H: 28.48 36.11 -2.49
H: 28.05 37.62 -2.23
H: 26.22 35.75 -1.34
H: 26.28 37.28 -1.68
H: 26.41 35.88 0.96
H: 27.36 37.32 0.70
H: 29.61 34.06 0.18
H: 28.06 34.22 -0.64
H: 27.16 33.99 1.84
H: 28.75 33.18 2.10
H: 26.78 32.26 -0.01
H: 26.75 31.63 1.47
H: 28.18 31.50 0.41
O: 27.68 33.11 4.89
H: 27.25 33.99 4.97
H: 27.05 32.31 4.98
O: 29.92 32.20 -0.95
H: 29.04 32.81 -0.92
H: 29.73 31.42 -1.52
O: 26.74 35.67 4.45
H: 26.52 36.17 5.20
H: 25.91 35.25 4.26
O: 28.53 39.92 3.33
H: 28.91 39.57 4.11
H: 28.12 40.72 3.53
O: 28.44 34.78 -3.94
H: 29.30 34.72 -3.67
H: 28.59 34.35 -4.82
O: 24.77 30.05 1.32
H: 24.66 30.89 0.82
H: 24.74 29.28 0.63
O: 32.33 40.80 3.86
H: 31.67 40.60 4.55
H: 31.66 40.58 3.07
O: 27.20 39.77 -4.50
H: 26.22 39.70 -4.59
H: 27.66 38.79 -4.30
O: 28.03 28.60 0.56
H: 28.50 28.67 -0.36
H: 28.76 28.90 1.07
O: 30.91 34.22 -3.09
H: 31.84 34.38 -3.00
H: 30.79 33.56 -2.46
O: 34.19 37.26 -0.83
H: 33.82 37.61 -0.07
H: 35.05 36.98 -0.55
O: 29.05 38.25 5.78
H: 29.13 37.44 6.20
H: 29.88 38.47 6.22
O: 25.84 35.79 -4.11
H: 25.59 36.22 -3.24
H: 26.65 35.42 -4.02
O: 27.14 32.87 -2.34
H: 27.08 32.24 -3.07
H: 27.58 33.69 -2.64
O: 30.66 40.17 1.74
H: 29.80 40.32 2.28
H: 30.55 40.73 1.00
O: 23.94 36.72 -2.19
H: 23.90 37.15 -1.35
H: 23.09 36.48 -2.35
O: 33.23 38.74 0.77
H: 33.25 38.05 1.49
H: 32.36 38.94 1.01
O: 31.39 31.72 0.43
H: 30.84 31.98 -0.34
H: 30.94 31.24 1.03
O: 24.46 38.88 -4.08
H: 24.57 38.60 -4.96
H: 24.12 38.20 -3.54
O: 35.25 36.76 2.31
H: 35.85 36.24 2.72
H: 35.26 37.50 2.78
O: 29.73 31.58 4.56
H: 30.41 32.01 5.06
H: 29.00 32.24 4.50
O: 24.95 38.63 1.08
H: 25.38 38.49 2.12
H: 24.25 38.03 1.37
O: 33.41 34.02 6.04
H: 33.19 34.54 6.76
H: 32.78 33.39 5.99
O: 29.14 37.68 -4.55
H: 29.90 38.04 -4.20
H: 28.90 36.71 -4.36

---

Question: Among the records above, which one has the lowest largest force on an atom?
Answer: C11H5Cl2N3O2Pt